[1]
# C33H29BMnN4O6S

A molecular structure, C33H29BMnN4O6S at a distorted geometry (the ωB97M-V functional and the def2-TZVPD basis, the OMol25 dataset).

Geometry as XYZ:
```
75
Properties=species:S:1:pos:R:3:forces:R:3
Mn -2.620265 0.820552 -0.015250 -0.3 0.2 -0.3
O -0.195991 0.215862 1.623942 -0.4 -0.5 -0.2
C -0.320144 1.146706 2.675359 0.0 0.2 0.1
C -1.562484 2.103895 2.474038 0.1 -0.1 -1.0
O -1.854146 2.888290 3.351159 0.0 -0.1 0.2
O -2.132425 2.069496 1.295230 0.5 0.1 1.2
C -0.326155 0.358711 4.002167 0.0 0.1 0.1
C 0.670394 -0.614790 4.144569 0.0 0.0 0.1
C 0.758283 -1.393891 5.290082 -0.1 0.1 0.0
C -0.156434 -1.217556 6.325551 0.0 0.1 0.0
C -1.152738 -0.258431 6.194239 0.0 0.1 -0.2
C -1.241293 0.529529 5.041029 0.1 -0.1 0.0
C 0.920572 2.047326 2.564856 -0.1 0.0 0.1
C 1.724263 1.998298 1.431005 0.1 0.0 -0.1
C 2.838826 2.829211 1.317457 -0.1 -0.1 0.1
C 3.154830 3.716707 2.335740 -0.1 0.0 0.1
C 2.347018 3.771555 3.469291 0.0 -0.1 -0.1
C 1.237983 2.942966 3.583205 0.0 0.1 0.0
H -0.819096 -0.514577 1.783880 -0.1 0.2 -0.1
H 1.381257 -0.752941 3.336562 0.0 0.0 0.1
H 1.543315 -2.139027 5.377756 -0.1 0.1 0.0
H -0.089912 -1.823825 7.226580 0.0 0.1 -0.1
H -1.879204 -0.117618 6.991719 0.1 0.0 -0.1
H -2.015860 1.281796 4.950781 0.1 -0.1 0.0
H 1.473569 1.305998 0.635636 0.1 0.1 0.1
H 3.455112 2.778935 0.425849 -0.1 0.0 0.0
H 4.023672 4.362199 2.250081 -0.1 0.0 0.0
H 2.579102 4.468595 4.267045 0.0 0.0 0.0
H 0.600357 2.999329 4.459936 0.1 0.0 -0.1
S -3.892453 1.964375 -2.385105 0.1 -0.2 0.2
C -3.936311 0.265413 -2.425339 0.0 -0.2 0.0
C -4.731620 -0.513163 -3.313204 0.1 0.0 0.0
C -4.635081 -1.878465 -3.315511 -0.1 0.0 0.0
C -3.738380 -2.529051 -2.445912 -0.2 -0.2 -0.3
C -3.032815 -1.755685 -1.578104 0.0 0.5 0.1
N -3.159811 -0.408561 -1.533105 0.0 -0.4 -0.1
H -5.399525 0.015918 -3.980434 0.0 -0.1 0.0
H -5.253398 -2.465197 -3.991071 0.1 0.1 0.1
H -3.611627 -3.604584 -2.447046 0.0 0.1 0.0
H -2.336535 -2.184399 -0.878350 0.1 0.0 0.2
C 4.014378 -0.641021 -5.609372 0.0 0.0 -0.1
C 4.073484 -0.823033 -4.083349 0.0 0.0 0.0
C 3.944448 -2.317284 -3.775280 0.0 -0.1 0.0
C 5.441629 -0.345311 -3.571958 0.1 0.0 0.1
C 2.951335 -0.007299 -3.427347 -0.1 0.0 0.0
C 2.952755 1.387125 -3.543970 0.0 0.1 0.0
C 1.949794 2.188239 -2.991165 0.2 0.1 -0.1
C 0.941503 1.545238 -2.315800 -0.2 0.5 0.1
O -0.156108 2.082207 -1.680589 0.2 0.1 -0.1
B -0.855274 1.005592 -1.161570 0.0 -0.5 0.1
O -0.188813 -0.195643 -1.473774 0.3 0.1 -0.2
C 0.924922 0.177922 -2.191035 -0.3 -0.4 0.2
C 1.903720 -0.624866 -2.729157 0.2 -0.2 -0.1
H 4.807001 -1.225506 -6.095275 -0.1 0.1 0.1
H 4.142515 0.410124 -5.890339 0.0 -0.2 0.0
H 3.046599 -0.977705 -5.999353 0.1 0.1 0.0
H 4.772969 -2.857564 -4.247983 -0.1 0.1 0.1
H 3.006795 -2.732959 -4.167544 0.2 0.1 0.1
H 3.985762 -2.511881 -2.694810 0.0 0.0 -0.2
H 6.242632 -0.955032 -4.010025 -0.1 0.1 0.1
H 5.497925 -0.433362 -2.480560 0.0 0.0 -0.2
H 5.631844 0.699922 -3.836809 0.0 -0.1 0.0
H 3.759412 1.877435 -4.084450 -0.1 -0.1 0.1
H 1.961912 3.269369 -3.088909 0.0 -0.1 0.0
H 1.847296 -1.702080 -2.598699 0.0 0.2 0.0
N -3.551558 -3.115157 2.234136 -0.1 -0.2 0.0
C -3.739865 -1.887332 1.699621 -0.1 0.4 -0.2
O -2.738372 -1.202846 1.359178 0.2 0.1 0.1
C -5.080626 -1.410307 1.506143 -0.3 0.0 0.0
C -5.098120 -0.087521 1.004291 0.0 -1.1 0.4
N -4.787842 0.950416 0.607623 -0.3 0.5 0.0
C -6.214799 -2.227456 1.783719 0.5 0.4 -0.2
N -7.071451 -2.964450 2.033329 0.1 0.1 0.0
H -2.609562 -3.410913 2.406485 0.0 0.0 0.0
H -4.323055 -3.646981 2.598258 0.0 0.0 0.0
```
Forces are in eV/Å.

2S+1: 5
⟨S²⟩: 6.17
Energy above the lowest of the compared OMol25 structures with the same formula, charge and spin (kcal/mol): 19.3
Total charge: -1
Electronic energy (eV): -95775.7452
Orbital gap (spin up / spin down) (Eh): 0.2612 / 0.2615

---

[2]
# C49H87FN3O6PS

3 unconnected molecules or ions with the total composition C49H87FN3O6PS at a distorted geometry (the ωB97M-V functional and the def2-TZVPD basis, the OMol25 dataset).

Geometry as XYZ:
```
148
Properties=species:S:1:pos:R:3:forces:R:3
C 1.093250 9.269899 -4.806089 -0.1 -0.1 0.2
C 0.170091 10.476722 -4.667618 -0.1 -0.2 -0.4
C -0.928912 10.502355 -5.733461 -0.2 0.0 0.2
C -1.966141 9.366939 -5.567718 0.3 0.5 -0.3
C -3.392249 9.844573 -5.839634 0.0 -0.3 -0.3
C -4.522157 8.908466 -5.380913 -0.2 0.2 0.3
C -4.258499 8.131512 -4.092046 -0.1 -0.1 -0.2
C -5.491284 7.353477 -3.641098 0.2 -0.2 -0.2
C -5.314662 6.582126 -2.337136 -0.2 0.2 0.2
C -4.990737 7.462341 -1.130690 0.1 -0.1 0.3
C -5.075495 6.685462 0.191701 0.1 -0.2 -0.5
C -3.856474 5.776664 0.418610 0.0 0.1 0.5
C -4.198415 4.405923 1.007709 0.3 0.1 -0.2
C -2.979064 3.464668 1.066056 -0.1 0.3 0.4
C -2.718698 2.920933 2.474355 0.2 -0.3 -0.5
C -1.459585 2.028686 2.549871 -0.4 0.1 0.0
C -1.691999 0.707072 3.292743 0.3 0.2 -0.1
C -2.251010 -0.413409 2.408009 -0.1 -0.2 0.3
C -1.740567 -1.793542 2.834386 0.0 0.2 -0.2
C -2.456871 -2.972397 2.132926 0.2 0.3 0.3
C -1.589019 -3.733248 1.159683 0.0 -0.3 0.0
C -0.763265 -2.974755 0.327999 0.0 0.0 -0.1
C 0.088386 -3.616549 -0.540380 -0.1 -0.2 0.0
C 0.154457 -4.996316 -0.597893 -0.1 0.2 0.0
C -0.668858 -5.780716 0.179964 0.1 0.1 -0.3
C -1.560093 -5.144899 1.047836 0.0 0.3 0.2
P -2.629905 -6.294397 1.948228 -0.3 -0.8 -0.3
O -1.873819 -6.491573 3.352778 -0.3 0.4 0.1
O -3.986137 -5.509298 2.316800 0.1 0.0 0.1
S -3.002585 -7.925759 1.002411 0.0 0.2 0.1
C 1.200137 -5.373409 -1.586961 0.0 0.0 -0.1
O 1.443743 -6.463636 -2.014798 0.4 -0.2 0.2
N 1.857451 -4.170451 -1.997501 -0.4 0.1 0.9
C 3.293030 -4.039859 -1.635784 0.1 0.4 -0.7
C 4.144669 -3.483949 -2.789852 0.0 0.0 0.2
C 4.636880 -2.061470 -2.580959 0.1 0.0 -0.2
F 5.953658 -2.080112 -2.094371 -0.1 0.0 0.1
C 1.062407 -3.076057 -1.524202 0.1 -0.2 -0.4
O 1.173280 -1.949659 -1.916258 0.3 0.3 0.3
H 0.516459 8.343490 -4.863250 0.0 0.0 0.0
H 1.703298 9.341152 -5.706947 0.0 0.0 0.0
H 1.746058 9.171037 -3.937832 0.1 0.1 -0.1
H 0.749983 11.397905 -4.754637 0.0 0.0 0.2
H -0.309010 10.459276 -3.684818 0.1 0.1 0.0
H -1.448787 11.461578 -5.659426 0.0 0.0 -0.1
H -0.472645 10.462671 -6.725725 0.0 0.0 0.0
H -1.711840 8.587475 -6.290009 -0.1 -0.3 0.3
H -1.863615 8.976832 -4.554586 -0.1 -0.2 0.0
H -3.541119 10.842291 -5.418408 0.1 -0.1 0.2
H -3.484914 9.967444 -6.923745 -0.1 0.2 0.0
H -5.408757 9.526665 -5.203055 0.0 0.0 -0.1
H -4.805680 8.203613 -6.166889 0.1 0.0 0.0
H -3.450008 7.415468 -4.271149 0.1 0.0 0.2
H -3.924710 8.812521 -3.304046 0.0 0.0 0.0
H -5.731106 6.638523 -4.436626 -0.1 0.0 0.0
H -6.357676 8.019811 -3.570523 0.1 0.1 0.1
H -4.543641 5.813725 -2.446557 0.0 0.0 -0.1
H -6.252043 6.059225 -2.119055 0.0 -0.1 0.0
H -5.684567 8.307433 -1.102447 0.0 0.0 -0.1
H -3.976212 7.862229 -1.214183 -0.1 0.2 -0.1
H -5.966633 6.051866 0.135139 -0.1 0.1 0.2
H -5.189059 7.376716 1.027345 -0.1 -0.1 0.0
H -3.269369 5.655811 -0.495232 -0.1 0.0 -0.1
H -3.192416 6.268207 1.139068 0.1 0.0 -0.2
H -4.577419 4.564214 2.021060 -0.2 -0.1 0.0
H -4.993478 3.955395 0.409299 -0.1 0.0 0.1
H -2.093089 4.033227 0.767914 0.0 -0.2 -0.2
H -3.110869 2.628805 0.376210 0.1 0.0 -0.1
H -2.607326 3.779358 3.138714 -0.2 -0.1 0.2
H -3.583977 2.324120 2.774874 -0.1 0.2 0.2
H -0.649292 2.585868 3.020882 0.1 0.0 0.0
H -1.148907 1.801517 1.526333 0.2 0.0 0.0
H -2.371124 0.883688 4.131403 0.1 0.0 0.1
H -0.741536 0.383416 3.728009 0.0 -0.1 0.0
H -3.342840 -0.436771 2.467751 0.0 0.1 -0.2
H -1.981616 -0.223269 1.364925 -0.1 0.0 0.0
H -1.859381 -1.882294 3.916797 0.0 -0.1 0.0
H -0.666300 -1.831328 2.640837 0.0 -0.1 0.1
H -3.311816 -2.568325 1.583499 -0.1 -0.2 0.0
H -2.847147 -3.626251 2.903462 0.0 0.0 -0.1
H -0.781836 -1.894785 0.381380 0.0 0.0 -0.1
H -0.626670 -6.857868 0.104574 -0.1 0.0 0.0
H -2.286482 -7.217690 3.851385 0.3 -0.2 0.1
H -4.050802 -5.319938 3.259779 -0.1 0.1 0.0
H 3.652183 -5.009632 -1.299877 -0.1 -0.1 -0.1
H 3.350622 -3.333578 -0.802519 0.1 -0.2 0.2
H 5.031190 -4.105871 -2.923219 0.0 0.0 -0.2
H 3.550773 -3.520995 -3.702079 0.0 -0.1 0.0
H 4.038259 -1.500945 -1.862248 -0.1 0.0 0.0
H 4.653250 -1.510967 -3.522405 0.1 0.0 0.0
C 10.668366 0.892631 -5.617515 -0.2 -0.1 0.0
C 10.304654 2.087592 -4.709249 0.4 -0.4 -0.7
C 11.228263 2.166249 -3.486727 -0.1 0.0 0.4
C 10.918752 1.142294 -2.397886 -0.1 0.0 -0.1
C 9.450355 1.236142 -1.990950 0.3 0.2 0.1
C 8.498995 1.065646 -3.175377 -0.4 -0.8 -0.1
N 8.873061 2.020987 -4.272345 0.4 0.8 1.0
O 8.391691 3.194423 -4.055807 -0.3 -0.1 -0.4
C 8.515176 -0.399719 -3.638656 0.1 0.0 -0.1
C 7.066814 1.357615 -2.742825 -0.1 0.2 0.1
C 10.514981 3.338457 -5.554214 0.0 0.2 0.1
H 10.121224 -0.015473 -5.395895 0.0 0.0 0.1
H 10.452526 1.133250 -6.658906 0.0 0.0 0.0
H 11.732005 0.664088 -5.541218 0.0 0.1 0.0
H 11.144453 3.166577 -3.050007 -0.1 0.0 0.0
H 12.260966 2.063832 -3.825530 0.0 0.0 -0.1
H 11.164694 0.133098 -2.739654 0.0 0.0 0.0
H 11.551998 1.332902 -1.529345 0.0 0.0 0.0
H 9.209179 0.478250 -1.242301 0.0 0.0 0.0
H 9.273475 2.210212 -1.523770 0.0 0.0 -0.1
H 7.963149 -0.518573 -4.572546 0.0 0.0 0.0
H 8.027280 -1.016691 -2.885765 -0.1 0.1 0.0
H 9.514118 -0.808852 -3.769400 0.0 0.0 0.0
H 6.969902 2.340830 -2.288721 0.0 0.0 -0.1
H 6.764509 0.609080 -2.010166 0.0 -0.1 0.0
H 6.384395 1.304967 -3.592369 0.0 0.0 0.0
H 9.799442 3.382252 -6.375138 0.0 0.0 0.0
H 11.521620 3.301186 -5.974762 0.0 -0.1 0.0
H 10.421406 4.251676 -4.971531 0.0 0.0 0.0
C -6.387124 -8.987359 5.916858 0.0 0.2 0.0
C -4.984448 -9.598610 6.129675 -0.9 0.0 -0.4
C -4.911026 -10.405784 7.431275 0.3 0.0 0.3
C -4.815818 -9.555331 8.695042 0.0 0.0 -0.1
C -3.652189 -8.572473 8.582540 0.0 -0.3 0.1
C -3.753553 -7.680213 7.344633 -0.4 0.8 0.1
N -3.931599 -8.527922 6.115993 0.7 -0.9 0.7
O -2.802150 -8.967685 5.681642 -0.1 0.4 -0.5
C -4.902087 -6.674691 7.534038 -0.1 -0.1 -0.1
C -2.482498 -6.854187 7.182378 0.2 -0.1 0.0
C -4.759235 -10.546464 4.958207 0.2 0.0 -0.1
H -6.501218 -7.984144 6.309168 0.0 0.0 0.1
H -6.611220 -8.926282 4.851572 0.0 0.0 0.0
H -7.149957 -9.611317 6.383213 0.0 -0.1 0.0
H -4.030239 -11.054333 7.388892 0.0 0.1 -0.1
H -5.777764 -11.066974 7.478173 0.0 0.0 -0.1
H -5.756002 -9.026119 8.873226 0.0 0.0 0.0
H -4.663378 -10.204399 9.558987 0.0 0.0 0.0
H -3.604549 -7.932488 9.466506 0.0 0.0 0.0
H -2.713146 -9.133431 8.547661 0.0 0.0 -0.1
H -5.100231 -6.129469 6.609730 0.0 0.0 0.0
H -4.612567 -5.950306 8.295273 0.1 0.0 0.0
H -5.828324 -7.127350 7.876414 0.0 0.0 0.0
H -1.591566 -7.476143 7.152796 0.0 0.0 -0.1
H -2.394121 -6.174791 8.030033 0.0 0.0 0.0
H -2.513948 -6.258383 6.268046 0.0 0.0 0.0
H -4.681861 -9.983794 4.027262 0.0 0.0 0.0
H -5.615412 -11.218792 4.884375 -0.1 0.0 0.0
H -3.861517 -11.150115 5.069116 0.0 0.1 0.0
```
Forces are in eV/Å.

2S+1: 3
⟨S²⟩: 2.01
Electronic energy (eV): -91821.1633
Orbital gap (spin up / spin down) (Eh): 0.2743 / 0.3106

---

[3]
# C8H9ClO2S2

C8H9ClO2S2 in the gas phase at a distorted geometry (the ωB97M-V functional and the def2-TZVPD basis, the OMol25 dataset).

Geometry as XYZ:
```
22
Properties=species:S:1:pos:R:3:forces:R:3
C -0.742641 3.214136 -0.231646 -3.4 1.6 0.1
C -0.274671 1.849288 -0.231920 2.1 -1.8 0.7
C 1.013151 1.466435 -0.236688 1.8 1.1 -1.1
C 1.448606 0.049418 -0.079069 -3.6 -0.6 -1.8
Cl 2.992493 -0.378865 0.340233 2.2 0.5 0.7
C 0.612363 -0.985619 -0.409080 0.3 1.4 1.5
C 0.935203 -2.402129 -0.176538 1.6 -2.8 0.3
C -0.275259 -3.052203 0.609536 1.4 0.7 -2.3
S -1.692054 -2.383209 -0.176879 -1.3 0.7 -0.7
C -0.877397 -0.862118 -0.736944 0.7 0.2 3.7
S -1.452077 0.565606 0.315277 -0.4 2.0 -1.7
O -2.730802 1.127961 -0.104199 0.6 -1.3 0.3
O -1.182862 0.314687 1.701025 -0.2 -0.6 0.0
H -1.627169 3.402490 -0.976885 1.9 -0.2 1.1
H -0.052848 4.055075 -0.112874 0.4 -0.5 -0.9
H -1.273579 3.294994 0.733261 -0.2 0.1 -0.1
H 1.851324 2.246663 -0.526163 -1.8 -1.6 0.8
H 0.999221 -2.768193 -1.214949 -0.2 -0.7 0.3
H 1.970592 -2.719424 0.307966 -2.3 1.2 -0.9
H -0.446873 -4.106061 0.527353 0.7 -0.7 0.1
H -0.210496 -2.711033 1.581403 0.1 0.4 2.2
H -1.114069 -0.770676 -1.728050 -0.6 1.0 -2.5
```
Forces are in eV/Å.

2S+1: 1
Energy above the lowest of the compared OMol25 structures with the same formula, charge and spin (kcal/mol): 63.0
Electronic energy (eV): -46727.1354
Orbital gap (Eh): 0.3233
SMILES: CC1=CC(Cl)=C2CCS[C@H]2S1(=O)=O

---

[4]
# C19H21BrGeNO7ScSe

A molecular structure, C19H21BrGeNO7ScSe at a distorted geometry (the ωB97M-V functional and the def2-TZVPD basis, the OMol25 dataset).

Geometry as XYZ:
```
52
Properties=species:S:1:pos:R:3:forces:R:3
Sc -0.745200 -1.111130 0.405420 -0.7 0.3 -0.1
O -3.958014 -5.302319 3.589234 0.0 0.0 0.2
C -3.332573 -4.379899 2.840704 0.2 0.2 -0.2
C -3.073379 -4.570319 1.479079 0.0 -0.1 -0.1
C -2.433971 -3.557139 0.801749 0.0 0.3 -0.1
N -2.084836 -2.436384 1.419550 -0.3 -0.6 0.5
C -2.297853 -2.245932 2.719584 0.0 0.1 -0.2
C -2.932273 -3.199532 3.478283 -0.1 0.0 0.2
C -1.746120 -0.878254 3.156041 -0.3 -0.2 0.3
O -1.903426 -0.456661 4.276407 0.0 -0.1 0.0
O -1.140007 -0.284628 2.167388 -0.2 0.4 0.9
C -2.025853 -3.498605 -0.681496 -0.4 -0.4 0.1
O -2.283984 -4.401641 -1.439406 0.0 0.0 0.1
O -1.412339 -2.381916 -0.950299 -0.2 -0.5 -0.7
H -4.197862 -6.068655 3.058377 0.0 0.0 -0.1
H -3.350944 -5.479256 0.959315 0.0 0.0 0.0
H -3.114523 -3.051311 4.533413 0.0 0.0 0.0
C -1.464133 4.888703 -1.532874 0.1 -0.2 -0.1
Ge -0.688134 3.535058 -2.730765 0.1 0.0 0.0
C 0.779514 4.330425 -3.777537 -0.2 -0.1 0.1
C -2.039775 2.716466 -3.897201 0.1 0.1 0.2
C 0.014421 2.017242 -1.656624 -0.4 0.1 0.0
Se -1.329602 1.448677 -0.337732 -0.2 0.9 -0.3
C -0.600147 2.458127 1.158969 -0.1 -0.1 0.0
H -2.022112 5.624913 -2.111441 0.0 0.0 0.0
H -0.684967 5.412273 -0.977955 0.0 0.0 0.0
H -2.144708 4.415226 -0.825609 0.0 0.0 0.0
H 0.387116 5.134361 -4.401182 0.0 0.0 0.0
H 1.244432 3.587187 -4.425129 0.0 0.0 0.0
H 1.543068 4.746207 -3.120127 0.0 0.0 0.0
H -2.620492 3.459094 -4.443014 0.0 0.0 0.0
H -2.722231 2.119147 -3.290857 0.0 0.0 0.0
H -1.555193 2.058368 -4.619037 0.0 0.0 0.0
H 0.920733 2.231592 -1.094590 0.0 0.0 0.0
H 0.206135 1.154636 -2.291502 0.0 0.0 0.0
H -0.534185 3.501628 0.862997 0.0 0.0 0.0
H 0.373288 2.048943 1.413604 0.0 0.0 0.0
H -1.274071 2.338193 2.000672 0.0 0.0 0.0
Br 7.742411 -0.942767 0.805304 -0.1 0.0 0.0
C 5.851599 -1.038951 0.701221 0.1 0.0 0.0
C 5.149498 -1.639786 1.734217 0.0 0.0 0.0
C 3.770409 -1.723247 1.648377 -0.1 0.0 -0.1
C 3.113955 -1.190446 0.545148 0.0 0.0 -0.1
C 3.831269 -0.579361 -0.478316 0.0 0.0 0.1
C 5.211158 -0.507702 -0.408046 0.0 0.0 0.0
C 1.637243 -1.273342 0.444409 0.7 -0.1 0.0
O 1.018492 -0.525891 -0.383006 1.3 0.3 -0.5
O 0.972683 -2.056897 1.174063 0.3 -0.2 0.2
H 5.677336 -2.038224 2.589086 0.0 0.0 0.0
H 3.187111 -2.191503 2.429924 0.0 0.0 0.0
H 3.293338 -0.166943 -1.320768 0.0 0.0 0.0
H 5.787699 -0.047822 -1.198023 0.0 0.0 0.0
```
Forces are in eV/Å.

2S+1: 1
Energy above the lowest of the compared OMol25 structures with the same formula, charge and spin (kcal/mol): 8.8
Electronic energy (eV): -248478.4315
Orbital gap (Eh): 0.3406